No. 1
Entry from the OMol25 dataset: a cluster of 2 separate species, C4H10N2 in total at a distorted geometry (ωB97M-V with the def2-TZVPD basis set).

Results
SMILES   [H]/N=C/N.C=CC
Frontier orbital gap   10.224 eV
Energy   -267.795816 hartree
ΔE to the lowest compared entry with this formula, charge and spin   3.524 eV
Maximum force   3.0 eV/Å
Spin multiplicity   1

Each line ends with the Mulliken charge.
Atoms and positions in Å:
H  1.5179  -3.2448  -0.2696  0.289
N  2.0237  -2.6357  -0.8995  -0.631
C  1.2297  -1.7118  -1.2477  0.122
N  1.2943  -0.3024  -1.4070  -0.370
H  0.1944  -2.0221  -1.2280  0.246
H  1.2361  0.3212  -0.6204  0.139
H  1.8209  0.1734  -2.1340  0.222
C  -0.8135  2.1848  0.1291  -0.584
C  -0.4872  1.0480  0.7526  -0.135
C  -1.4314  0.0625  1.3536  -1.167
H  -0.0494  2.8039  -0.3264  0.238
H  -1.8183  2.7153  0.2849  0.215
H  0.5318  1.1109  1.1082  0.539
H  -1.0215  -0.5212  2.2161  0.270
H  -2.3006  0.6391  1.6712  0.376
H  -1.9268  -0.6211  0.6169  0.232

***

No. 2
Entry from the OMol25 dataset: a cluster of 2 separate species, C5H12N2O2 in total at a distorted geometry (ωB97M-V with the def2-TZVPD basis set).

Results
SMILES   CCC=C(O)O.[H]/N=C\N
Frontier orbital gap   8.788 eV
Energy   -457.673631 hartree
ΔE to the lowest compared entry with this formula, charge and spin   2.049 eV
Maximum force   1.3 eV/Å
Spin multiplicity   1

Each line ends with the Mulliken charge.
Atoms and positions in Å:
C  -0.9311  1.6552  1.4873  -1.180
C  -0.4816  1.8427  0.0426  -0.275
C  -0.9977  0.8386  -0.9281  -0.307
C  -1.1717  -0.4656  -0.7246  0.290
O  -1.4419  -1.3005  -1.7890  -0.518
O  -1.1921  -1.1019  0.4849  -0.553
H  -0.5370  0.7310  1.8992  0.247
H  -2.0163  1.6177  1.5538  0.309
H  -0.5704  2.4832  2.0955  0.381
H  0.6483  1.7307  0.0149  0.245
H  -0.7720  2.8357  -0.3029  0.368
H  -1.0605  1.1574  -1.9583  0.327
H  -2.0024  -2.0193  -1.4764  0.337
H  -0.3771  -1.6380  0.5584  0.434
H  2.4543  0.1433  0.9209  0.184
N  2.2365  0.2181  -0.0722  -0.679
C  1.7956  -0.8403  -0.5997  0.132
N  1.4789  -2.0271  0.0403  -0.596
H  1.6002  -0.8399  -1.6655  0.426
H  1.9066  -2.1663  0.9503  0.208
H  1.4313  -2.8547  -0.5314  0.221

***

No. 3
Entry from the OMol25 dataset: a structure of composition C2I3N at a distorted geometry (ωB97M-V with the def2-TZVPD basis set).

Results
Frontier orbital gap   7.164 eV
Energy   -1023.843498 hartree
ΔE to the lowest compared entry with this formula, charge and spin   4.292 eV
Maximum force   2.4 eV/Å
Spin multiplicity   1

Each line ends with the Mulliken charge.
Atoms and positions in Å:
C  -1.1068  -1.3415  -0.3141  -0.126
C  0.8054  2.1687  -0.3801  -0.189
N  -0.3658  -1.3891  0.6196  -0.243
I  1.5594  4.1267  -0.5675  0.082
I  -1.1875  1.8206  -1.0840  0.114
I  0.8353  -1.7231  2.1491  0.362

***

No. 4
Entry from the OMol25 dataset: a cluster of 2 separate species, C8H19F3O4PS2 in total (ωB97M-V with the def2-TZVPD basis set).

Results
Frontier orbital gap   7.870 eV
Energy   -2054.521928 hartree
Maximum force   0.5 eV/Å
Charge   -1
Spin multiplicity   1

Each line ends with the Mulliken charge.
Atoms and positions in Å:
C  -0.7048  0.6485  -4.0463  -0.876
C  -2.0204  0.8669  -3.2850  -0.391
S  -2.9133  -0.6551  -2.8808  -0.144
C  -2.0928  -1.2516  -1.3905  -0.758
P  -1.8453  -0.0383  0.0722  0.590
C  -1.5530  1.0853  1.5914  -1.242
C  -0.5205  0.4539  2.5474  0.028
C  0.2449  1.4418  3.4548  -0.647
C  1.7680  1.3632  3.2967  -0.529
O  2.2463  0.1152  3.7491  -0.565
H  -0.4091  1.5596  -4.5816  0.350
H  -0.8192  -0.1575  -4.7759  0.291
H  0.1084  0.3737  -3.3695  0.127
H  -2.7375  1.4498  -3.8749  0.374
H  -1.8326  1.4437  -2.3786  0.231
H  -2.7705  -2.0348  -1.0197  0.424
H  -1.1246  -1.7130  -1.6120  0.224
H  -0.8293  0.6394  -0.6298  -0.087
H  -1.5836  -1.1795  0.8759  -0.027
H  -3.1925  0.3902  -0.0893  -0.022
H  -2.4964  1.2529  2.1345  0.369
H  -1.2104  2.0667  1.2354  0.425
H  -1.0542  -0.2906  3.1540  0.266
H  0.2210  -0.1174  1.9782  0.012
H  0.0490  1.2389  4.5157  0.306
H  -0.0951  2.4660  3.2538  0.355
H  2.2368  2.1270  3.9302  0.349
H  2.0626  1.5659  2.2592  0.280
H  2.6165  -0.4159  3.0328  0.344
C  2.6376  -2.6071  -1.3016  0.580
F  1.9271  -2.6015  -2.4306  -0.242
F  2.1920  -3.6212  -0.5582  -0.248
F  3.9027  -2.8762  -1.6264  -0.244
S  2.4880  -0.9993  -0.4188  1.077
O  1.0642  -0.9231  -0.1608  -0.568
O  3.0056  -0.0570  -1.3778  -0.719
O  3.2907  -1.2043  0.7725  -0.693

***

No. 5
Entry from the OMol25 dataset: an isolated molecule of C29H36Cl2F13IN2O6S at a distorted geometry (ωB97M-V with the def2-TZVPD basis set).

Results
SMILES   CCC[C@](OC)([C@H](Cl)[C@@H](C)Cl)[C@@](CCCI)(CC(=O)OC(C)=O)O[C@H](CCSc1nnco1)CCC(F)(F)C(F)(F)C(F)(F)C(F)(F)C(F)(F)C(F)(F)F
Frontier orbital gap   8.231 eV
Energy   -4601.253678 hartree
Maximum force   9.1 eV/Å
Spin multiplicity   1

Each line ends with the Mulliken charge.
Atoms and positions in Å:
C  5.8290  -1.2916  -1.5303  -0.896
C  5.3419  -1.0783  0.0484  -0.192
C  4.0702  -2.0027  0.4863  -0.318
C  2.6871  -1.3010  0.9221  0.263
O  2.6920  -0.4553  2.1216  -0.111
C  3.8703  -0.5519  2.9598  -0.464
C  1.5551  -2.4647  1.3440  -0.473
Cl  0.9395  -2.2411  3.1215  -0.152
C  2.0621  -4.0072  1.2583  0.316
C  2.8581  -4.5418  2.6300  -0.834
Cl  0.4676  -5.0358  1.2680  -0.205
C  1.9380  -0.3801  -0.2648  0.170
C  2.7622  0.9088  -0.7952  -1.316
C  3.0772  2.0921  0.3366  -0.005
C  3.1803  3.6047  -0.3282  -0.657
I  4.8896  4.6657  0.6373  -0.008
C  1.5961  -1.3356  -1.5587  0.546
C  2.2185  -0.8680  -2.9941  -0.209
O  1.6150  0.1011  -3.7379  -0.552
O  3.4238  -1.4719  -3.6534  -0.143
C  3.0040  -2.5800  -4.5379  0.533
C  1.6143  -2.6519  -5.4068  -0.676
O  3.8801  -3.6075  -4.6665  -0.549
O  0.7609  0.1477  0.4569  -0.229
C  -0.2215  0.8150  -0.3667  -0.543
C  -0.4595  2.3659  0.2143  -0.213
C  -0.4867  2.4540  1.8492  -0.403
S  -0.7111  4.2849  2.3477  -0.155
C  -0.2142  5.4219  0.9450  0.300
N  0.8508  6.5091  0.8439  -0.207
N  0.9390  7.1222  -0.4266  -0.285
C  -0.0862  6.4925  -1.3426  0.091
O  -0.7309  5.5016  -0.4609  -0.233
C  -1.6332  -0.0739  -0.2457  -0.055
C  -2.8823  0.5690  -1.0899  -1.206
C  -4.1999  0.8669  -0.1094  0.759
F  -5.0976  1.7581  -0.9354  -0.322
F  -3.6479  1.6921  1.0254  -0.265
C  -4.9634  -0.4960  0.3917  0.540
F  -5.1811  -1.3533  -0.8298  -0.299
F  -4.0965  -1.3427  1.2943  -0.312
C  -6.3687  -0.2090  1.2250  0.572
F  -6.4363  1.1754  1.8001  -0.277
F  -6.3366  -1.1238  2.4266  -0.311
C  -7.7288  -0.4035  0.3298  0.667
F  -7.6319  0.2582  -1.0251  -0.281
F  -7.9487  -1.8656  0.0323  -0.272
C  -9.1016  0.1758  1.0135  0.447
F  -10.2397  -0.3110  0.1473  -0.270
F  -9.2105  1.6799  0.9641  -0.235
C  -9.4159  -0.3787  2.5239  0.647
F  -8.6341  0.3358  3.5976  -0.213
F  -10.8631  -0.1421  2.8861  -0.244
F  -9.2090  -1.8508  2.6894  -0.211
H  5.3926  -0.4556  -2.2508  0.174
H  5.6239  -2.3848  -1.8936  0.228
H  7.0041  -1.1265  -1.5385  0.367
H  6.3005  -1.3791  0.6945  0.390
H  5.2023  0.0874  0.2661  -0.045
H  4.5023  -2.7123  1.3456  0.274
H  3.9027  -2.7507  -0.4307  0.157
H  4.2048  -1.6550  3.2500  0.029
H  4.7902  0.0696  2.5331  0.206
H  3.6106  -0.0327  4.0027  0.284
H  0.5653  -2.4087  0.7264  0.132
H  2.5874  -4.3336  0.2668  0.299
H  3.3995  -3.6803  3.2078  0.151
H  2.1083  -5.1642  3.3074  0.356
H  3.6565  -5.3262  2.2237  0.266
H  2.1303  1.5147  -1.6105  0.778
H  3.7847  0.7088  -1.3274  -0.010
H  4.1414  1.9021  0.8429  0.550
H  2.3061  2.1072  1.2182  -0.279
H  2.2275  4.2484  -0.0077  0.165
H  3.3015  3.5964  -1.4921  0.412
H  0.4258  -1.4864  -1.7471  0.149
H  1.9850  -2.4547  -1.3994  0.146
H  0.6686  -2.3451  -4.7885  0.207
H  1.4327  -3.7060  -5.8924  0.303
H  1.6919  -1.8747  -6.3096  0.273
H  0.0283  0.9541  -1.4995  0.179
H  0.4627  2.9834  -0.2256  -0.028
H  -1.4721  2.8301  -0.2137  0.554
H  -1.4192  1.8831  2.3082  0.359
H  0.4693  2.0512  2.3904  0.286
H  -0.3099  6.7043  -2.4953  0.320
H  -1.4331  -1.1621  -0.6481  0.198
H  -1.8438  -0.1858  0.9212  0.255
H  -2.6086  1.5834  -1.6066  0.440
H  -3.2057  -0.1813  -1.9602  0.429

***

No. 6
Entry from the OMol25 dataset: the ion C8H19BN3O with charge +1 at a distorted geometry (ωB97M-V with the def2-TZVPD basis set).

Results
SMILES   CC(C)CC1=[NH+][C@H](B(N)O)[C@H](N)C1
Frontier orbital gap   9.482 eV
Energy   -580.409799 hartree
Maximum force   2.5 eV/Å
Charge   +1
Spin multiplicity   1

Each line ends with the Mulliken charge.
Atoms and positions in Å:
C  2.6846  -0.5315  0.4280  -1.358
C  2.5059  0.4662  -0.7633  0.560
C  2.2787  1.8910  -0.1398  -1.402
C  1.3478  0.0591  -1.7706  -1.067
C  0.1338  -0.5816  -1.0700  0.342
N  -0.9597  0.1074  -0.9666  -0.023
C  -2.1217  -0.5135  -0.2373  -0.227
B  -2.6990  0.7573  0.6069  0.320
N  -3.4149  1.7999  -0.1721  -0.568
O  -2.5421  0.9691  1.9872  -0.554
C  -1.3460  -1.6645  0.5083  -0.192
N  -0.7628  -1.4198  1.8358  -0.525
C  -0.0798  -1.9715  -0.4161  -0.522
H  2.9214  -1.5436  0.0358  0.294
H  1.7740  -0.6261  1.0581  0.268
H  3.5028  -0.1854  1.0970  0.440
H  3.4432  0.4829  -1.3533  0.360
H  1.6109  1.8591  0.7543  0.272
H  3.2715  2.2099  0.2601  0.424
H  1.9789  2.6602  -0.8794  0.367
H  1.7153  -0.5280  -2.6379  0.422
H  0.9844  1.0261  -2.2004  0.303
H  -1.0692  1.0536  -1.3162  0.264
H  -2.8643  -0.9839  -0.9242  0.285
H  -2.6951  2.3674  -0.6326  0.233
H  -3.8133  2.4456  0.5159  0.299
H  -2.6891  0.1481  2.4679  0.285
H  -1.8145  -2.6628  0.6141  0.520
H  -0.3138  -0.5108  1.8855  0.250
H  -1.4295  -1.5518  2.5873  0.262
H  0.8208  -2.3651  0.0830  0.325
H  -0.3592  -2.6627  -1.2452  0.346